(1)
{"formula": "C10H18NS", "method": "ωB97M-V with the def2-TZVPD basis set", "e_above_lowest_ev": 3.4449, "total_charge": 1, "species": ["C", "C", "C", "C", "C", "C", "C", "C", "C", "C", "N", "S", "H", "H", "H", "H", "H", "H", "H", "H", "H", "H", "H", "H", "H", "H", "H", "H", "H", "H"], "coordinates": [[-0.628, -0.102, 0.301], [1.375, 0.435, 0.142], [1.823, 1.351, -0.687], [-1.532, 0.752, 0.822], [0.369, -2.423, 0.342], [1.802, -2.101, 0.428], [3.233, 2.005, -0.566], [-3.022, 0.509, 0.946], [-0.986, 1.971, 1.575], [-0.357, -1.272, -1.723], [-0.595, -1.431, -0.246], [2.185, -0.557, 1.313], [1.139, 1.795, -1.340], [0.010, -3.252, -0.313], [0.056, -2.562, 1.412], [2.381, -2.925, 0.860], [2.249, -1.815, -0.593], [3.903, 1.524, 0.167], [2.845, 2.891, -0.121], [3.791, 2.120, -1.505], [-3.713, 1.020, 0.282], [-3.239, -0.466, 0.928], [-3.277, 0.958, 1.858], [-1.174, 2.932, 1.125], [-1.431, 2.067, 2.644], [0.097, 1.790, 1.547], [0.702, -0.856, -1.820], [-0.292, -2.239, -2.265], [-0.959, -0.443, -2.276], [-1.471, -1.862, -0.140]], "forces_ev_per_a": [[4.2, 3.0, 0.6], [-3.8, -1.4, 1.0], [2.1, -0.5, 0.9], [0.2, -0.6, -0.2], [-2.1, -1.1, 1.3], [2.1, 1.3, -2.6], [-0.9, -1.7, 0.0], [1.4, 2.9, -0.6], [0.1, -0.7, 0.8], [2.0, 1.4, -2.1], [0.1, 2.1, -1.6], [0.1, -0.1, 0.6], [-0.9, 0.8, -1.0], [1.3, -0.3, 0.9], [-0.3, -0.1, -1.1], [-0.3, 0.2, -0.1], [-0.6, -1.2, 1.3], [-0.6, 0.0, -0.3], [0.7, 1.5, 0.1], [-0.6, 0.3, 0.2], [0.5, 0.2, -0.8], [-1.1, -3.8, 0.1], [-0.6, 0.1, 1.7], [-0.3, 0.2, -0.5], [0.9, -0.6, -1.8], [-0.4, 0.6, 0.7], [-1.4, -0.6, 0.3], [-0.7, 0.5, 0.5], [0.4, -1.9, 1.5], [-1.8, -0.7, 0.3]], "nbo_charge": [0.129, -0.197, -0.214, 0.024, -0.221, -0.570, -0.635, -0.647, -0.633, -0.464, -0.398, 0.302, 0.223, 0.230, 0.246, 0.281, 0.237, 0.234, 0.236, 0.243, 0.250, 0.202, 0.239, 0.238, 0.242, 0.233, 0.254, 0.241, 0.271, 0.426]}


(2)
{"formula": "C6H12IN2", "method": "ωB97M-V with the def2-TZVPD basis set", "e_above_lowest_ev": 1.1850, "total_charge": 1, "species": ["C", "C", "C", "C", "C", "C", "N", "N", "I", "H", "H", "H", "H", "H", "H", "H", "H", "H", "H", "H", "H"], "coordinates": [[-0.152, 1.204, -1.162], [-0.116, 0.653, 1.000], [0.013, -0.588, 0.150], [0.064, -2.872, -0.712], [-0.184, 3.055, 0.548], [-0.029, -1.993, 0.561], [-0.059, 1.745, 0.046], [-0.231, -0.161, -1.159], [3.059, -0.175, -0.039], [-0.436, 1.840, -1.980], [-1.005, 0.934, 1.542], [0.652, 0.598, 1.851], [-0.768, -2.509, -1.227], [-0.183, -3.995, -0.447], [0.955, -2.703, -1.311], [0.763, 3.628, 0.471], [-1.065, 3.482, 0.034], [-0.484, 3.070, 1.609], [0.600, -2.383, 1.382], [-1.103, -2.121, 0.811], [-0.292, -0.708, -1.970]], "forces_ev_per_a": [[-1.4, 0.8, 1.2], [1.7, -0.7, 1.7], [1.7, 1.0, 0.1], [0.0, -2.0, 1.8], [-0.7, 2.3, -0.1], [-0.9, -1.4, -0.8], [1.3, -3.7, -1.2], [0.3, 2.7, 2.5], [-1.0, -0.2, 0.0], [0.5, -0.1, -0.7], [-1.2, -1.1, 0.3], [-0.6, 0.6, -1.5], [-1.4, -0.1, -1.6], [0.9, 2.3, -0.7], [0.3, -0.4, 0.2], [-0.7, -0.2, -0.2], [0.8, 0.6, 0.1], [0.3, -0.5, -0.4], [-0.2, 1.0, -0.3], [0.3, -0.1, 0.7], [0.1, -0.8, -1.1]], "nbo_charge": [0.383, -0.323, 0.376, -0.595, -0.439, -0.504, -0.264, -0.546, -0.290, 0.252, 0.246, 0.296, 0.176, 0.259, 0.233, 0.265, 0.237, 0.247, 0.286, 0.245, 0.462]}


(3)
{"formula": "C26H18CoF5N5S", "method": "ωB97M-V with the def2-TZVPD basis set", "total_energy_ev": -96747.066, "total_charge": 1, "species": ["Co", "C", "C", "C", "C", "C", "N", "C", "C", "C", "C", "C", "C", "C", "N", "C", "C", "C", "N", "C", "C", "N", "C", "C", "C", "N", "H", "H", "H", "H", "H", "H", "H", "H", "H", "H", "H", "H", "H", "H", "H", "H", "H", "H", "F", "C", "C", "F", "C", "F", "C", "S", "C", "F", "C", "F"], "coordinates": [[0.564, -0.389, -0.984], [-3.805, -1.995, 3.834], [-2.640, -1.432, 3.082], [-2.339, -0.069, 3.129], [-1.293, 0.445, 2.399], [-0.496, -0.377, 1.585], [0.501, 0.175, 0.801], [1.180, 1.253, 1.340], [1.521, 1.253, 2.703], [2.250, 2.279, 3.259], [2.672, 3.361, 2.484], [3.500, 4.462, 3.072], [2.342, 3.366, 1.132], [1.607, 2.341, 0.564], [1.245, 2.448, -0.799], [1.040, 3.576, -1.501], [0.911, 3.229, -2.826], [1.058, 1.846, -2.845], [1.269, 1.366, -1.618], [-0.810, -1.747, 1.533], [-1.859, -2.255, 2.273], [-0.021, -2.638, 0.772], [0.178, -3.962, 0.959], [0.960, -4.414, -0.072], [1.199, -3.286, -0.866], [0.602, -2.223, -0.345], [-4.091, -1.345, 4.659], [-3.580, -2.983, 4.232], [-4.667, -2.093, 3.172], [-2.948, 0.595, 3.726], [-1.096, 1.508, 2.408], [1.230, 0.406, 3.309], [2.511, 2.236, 4.307], [3.388, 4.502, 4.153], [3.220, 5.430, 2.659], [4.557, 4.303, 2.852], [2.679, 4.179, 0.505], [0.996, 4.533, -1.015], [0.725, 3.882, -3.656], [1.017, 1.179, -3.688], [-2.101, -3.306, 2.201], [-0.216, -4.473, 1.818], [1.322, -5.412, -0.226], [1.773, -3.198, -1.771], [-1.050, -2.483, -6.912], [-1.187, -1.954, -5.700], [-0.090, -1.828, -4.863], [1.117, -2.234, -5.249], [-0.281, -1.269, -3.615], [0.827, -1.140, -2.797], [-1.488, -0.823, -3.127], [-1.631, -0.153, -1.520], [-2.572, -0.962, -3.997], [-3.783, -0.560, -3.613], [-2.431, -1.516, -5.259], [-3.486, -1.633, -6.058]], "forces_ev_per_a": [[0.1, 0.6, 1.5], [-0.1, 0.0, 0.0], [0.2, -0.1, -0.1], [0.0, -0.3, 0.0], [-0.1, -0.2, -0.3], [-0.7, -0.4, 0.3], [0.2, -0.7, -1.5], [0.5, 0.7, -0.2], [0.2, -0.1, -0.3], [0.0, 0.1, -0.2], [-0.1, 0.0, -0.2], [0.1, 0.1, 0.0], [0.2, 0.1, 0.4], [-0.3, -0.3, 0.5], [0.1, -0.1, 0.0], [0.0, -0.2, 0.2], [0.1, -0.2, -0.2], [0.0, 0.1, -0.3], [-0.7, -0.2, 0.2], [0.1, 0.6, 0.4], [-0.4, 0.1, 0.2], [-0.1, 0.0, 0.0], [0.0, 0.3, 0.0], [0.1, 0.2, -0.3], [0.1, -0.4, -0.1], [-0.6, 0.4, -0.1], [0.0, 0.0, 0.0], [0.0, 0.0, 0.0], [0.0, 0.0, 0.0], [0.0, 0.0, 0.1], [0.0, 0.0, 0.0], [0.0, 0.0, 0.0], [0.0, 0.0, 0.0], [0.0, 0.0, 0.0], [0.0, 0.0, 0.0], [0.0, 0.0, 0.0], [0.1, 0.1, 0.0], [0.0, 0.0, 0.0], [0.0, 0.0, -0.1], [-0.1, 0.0, 0.0], [0.0, -0.1, 0.0], [0.0, 0.0, 0.0], [0.0, -0.1, 0.0], [0.0, 0.0, 0.0], [0.0, 0.1, 0.2], [0.0, 0.0, -0.1], [0.1, 0.0, -0.1], [-0.1, 0.0, 0.1], [-0.2, -0.1, -0.3], [0.4, -0.1, -0.4], [-0.1, -0.1, -0.2], [0.8, 0.0, 0.4], [-0.1, 0.0, 0.0], [0.1, 0.0, 0.0], [-0.1, 0.0, -0.1], [0.2, 0.0, 0.2]], "nbo_charge": [1.082, -0.633, 0.009, -0.181, -0.212, 0.096, -0.581, 0.207, -0.226, -0.185, -0.005, -0.631, -0.200, 0.066, -0.138, 0.027, -0.312, 0.016, -0.358, 0.174, -0.224, -0.150, 0.009, -0.307, -0.005, -0.310, 0.228, 0.225, 0.234, 0.227, 0.233, 0.230, 0.227, 0.227, 0.224, 0.232, 0.220, 0.247, 0.257, 0.227, 0.220, 0.246, 0.258, 0.235, -0.266, 0.269, 0.289, -0.274, 0.269, -0.321, -0.290, 0.003, 0.315, -0.279, 0.337, -0.274]}


(4)
{"formula": "C15H25GaNYb", "method": "ωB97M-V with the def2-TZVPD basis set", "e_above_lowest_ev": 2.4299, "total_charge": 1, "species": ["C", "C", "C", "Ga", "C", "C", "C", "C", "C", "C", "C", "C", "C", "N", "C", "C", "C", "H", "H", "H", "H", "H", "H", "H", "H", "H", "H", "H", "H", "H", "H", "H", "H", "H", "H", "H", "H", "H", "H", "H", "H", "H", "Yb"], "coordinates": [[3.067, 1.994, 0.520], [2.103, 2.471, -0.341], [0.646, 2.739, 0.142], [-0.654, 1.169, -0.099], [-1.399, 0.704, 1.796], [0.114, -0.457, -1.088], [1.278, -1.096, -0.331], [1.352, -1.119, 1.106], [2.528, -1.747, 1.902], [3.635, -2.363, 1.153], [3.546, -2.379, -0.334], [2.406, -1.766, -1.073], [2.450, -1.855, -2.643], [-2.140, 1.865, -1.177], [-3.460, 1.589, -0.561], [-3.846, 0.049, -0.722], [-4.648, -0.558, 0.509], [4.132, 2.323, 0.361], [2.816, 1.301, 1.359], [2.412, 2.701, -1.398], [0.697, 3.038, 1.231], [0.261, 3.618, -0.455], [-2.070, 1.548, 2.127], [-2.009, -0.252, 1.817], [-0.557, 0.663, 2.572], [-0.705, -1.233, -1.208], [0.408, -0.180, -2.139], [0.501, -0.644, 1.704], [2.546, -1.702, 3.060], [4.486, -2.787, 1.733], [4.395, -2.863, -0.885], [2.905, -2.840, -2.947], [1.387, -1.875, -3.015], [3.008, -0.978, -3.077], [-2.093, 1.424, -2.105], [-3.569, 1.977, 0.485], [-4.221, 2.160, -1.184], [-2.950, -0.612, -0.895], [-4.472, -0.023, -1.662], [-4.271, -0.193, 1.504], [-5.717, -0.231, 0.407], [-4.554, -1.681, 0.440], [0.255, -1.896, 3.411]], "forces_ev_per_a": [[-0.1, 0.4, -1.4], [0.1, -0.3, 1.5], [1.2, -0.1, -0.5], [-0.5, 1.2, -0.8], [-0.2, -0.4, 1.0], [0.3, -1.0, 0.1], [1.5, -1.1, -0.3], [1.7, -1.7, 1.1], [-0.8, -0.1, -2.7], [-2.5, 1.2, -0.6], [-1.7, 1.2, 1.4], [1.5, -0.5, 1.8], [-0.7, -0.3, 1.0], [0.3, -0.5, 1.2], [-0.5, -0.4, -2.0], [-0.6, 0.0, 0.7], [0.0, 0.2, -0.9], [-1.0, -1.2, -0.1], [0.2, 1.3, -0.2], [-0.4, 0.5, 1.3], [0.0, -0.2, -1.2], [0.1, -1.1, 0.7], [0.6, -1.0, -0.1], [0.5, 0.6, 0.0], [-0.5, 0.1, -0.5], [0.8, 0.8, 0.2], [-0.1, -0.2, 1.2], [1.1, 0.2, -1.5], [0.5, 0.1, -1.6], [-0.7, 0.3, -0.8], [-1.1, 0.6, 0.5], [-0.2, 1.2, 0.3], [1.2, 0.2, 0.2], [-0.6, -1.0, 0.4], [-0.4, 0.3, 0.5], [0.4, -0.5, -0.8], [0.5, -0.5, 0.9], [-0.6, 1.0, 0.2], [0.6, -0.2, 1.1], [-0.2, -0.4, -1.0], [0.9, -0.6, 0.3], [-0.4, 1.1, 0.3], [-0.2, 0.5, -0.9]], "nbo_charge": [-0.501, -0.137, -0.968, 1.577, -1.214, -0.980, 0.046, -0.298, -0.387, -0.184, -0.184, 0.076, -0.662, -1.073, -0.221, -0.417, -0.625, 0.211, 0.164, 0.205, 0.219, 0.259, 0.265, 0.191, 0.130, 0.246, 0.250, 0.135, 0.137, 0.247, 0.246, 0.237, 0.240, 0.255, 0.350, 0.177, 0.187, 0.182, 0.213, 0.189, 0.221, 0.199, 1.799]}


(5)
{"formula": "C4H6N2S2", "method": "ωB97M-V with the def2-TZVPD basis set", "e_above_lowest_ev": 4.8782, "smiles": "C=C(/C=N\\S)/C=N\\S", "species": ["C", "C", "C", "N", "S", "C", "N", "S", "H", "H", "H", "H", "H", "H"], "coordinates": [[1.205, -0.433, -1.361], [0.643, -0.235, -0.059], [1.191, 0.987, 0.653], [0.574, 1.868, 1.440], [-0.814, 1.457, 2.447], [-0.572, -1.083, 0.317], [-1.577, -1.419, -0.328], [-1.720, -0.907, -1.920], [0.972, -1.053, -2.177], [2.353, -0.031, -1.373], [2.067, 1.589, 0.210], [-0.822, 2.366, 3.317], [-0.772, -1.354, 1.351], [-2.729, -1.751, -2.517]], "forces_ev_per_a": [[3.3, 2.1, 5.1], [0.7, -0.7, -3.9], [-1.7, 3.1, 0.6], [0.9, -2.2, 0.4], [0.3, -2.8, -3.2], [1.4, 1.9, 2.3], [-1.9, -1.1, -2.2], [-1.1, -0.5, -1.9], [-0.8, -0.8, -0.4], [-3.0, -0.5, -0.5], [-1.1, -1.8, 0.2], [0.7, 2.4, 1.4], [1.1, 0.1, 0.4], [1.2, 1.0, 1.6]], "nbo_charge": [-0.287, -0.168, 0.056, -0.524, 0.149, 0.056, -0.526, 0.145, 0.223, 0.202, 0.219, 0.106, 0.209, 0.141]}


(6)
{"formula": "C17H23FN2O5S", "method": "ωB97M-V with the def2-TZVPD basis set", "e_above_lowest_ev": 0.1072, "smiles": "O=C(NS(=O)(=O)Oc1cccc(F)c1)OC[C@@H]1CCCN2CCCC[C@@H]12", "species": ["O", "C", "N", "S", "O", "O", "O", "C", "C", "C", "C", "C", "F", "C", "O", "C", "C", "C", "C", "C", "N", "C", "C", "C", "C", "C", "H", "H", "H", "H", "H", "H", "H", "H", "H", "H", "H", "H", "H", "H", "H", "H", "H", "H", "H", "H", "H", "H", "H"], "coordinates": [[-0.437, 3.539, 1.209], [0.224, 2.669, 0.717], [1.388, 2.159, 1.249], [1.782, 0.601, 0.732], [0.696, -0.266, 1.029], [2.368, 0.611, -0.549], [2.975, 0.341, 1.758], [2.691, 0.141, 3.097], [1.957, -0.957, 3.523], [1.716, -1.134, 4.876], [2.202, -0.235, 5.809], [2.934, 0.849, 5.359], [3.414, 1.735, 6.248], [3.183, 1.062, 4.014], [0.001, 2.033, -0.422], [-1.233, 2.269, -1.117], [-1.924, 0.928, -1.382], [-2.488, 0.381, -0.071], [-3.144, -0.965, -0.333], [-2.099, -1.898, -0.922], [-1.608, -1.383, -2.188], [-0.696, -2.349, -2.779], [-0.250, -1.913, -4.166], [0.457, -0.571, -4.058], [-0.487, 0.424, -3.395], [-0.953, -0.084, -2.026], [1.654, 2.482, 2.164], [1.575, -1.649, 2.792], [1.145, -1.988, 5.206], [2.025, -0.362, 6.865], [3.768, 1.908, 3.691], [-1.863, 2.916, -0.498], [-0.988, 2.793, -2.044], [-2.750, 1.107, -2.078], [-3.207, 1.089, 0.350], [-1.670, 0.249, 0.640], [-3.539, -1.388, 0.592], [-3.965, -0.848, -1.042], [-2.540, -2.881, -1.110], [-1.275, -2.018, -0.195], [-1.223, -3.305, -2.844], [0.195, -2.492, -2.139], [-1.126, -1.817, -4.809], [0.411, -2.670, -4.593], [0.752, -0.209, -5.045], [1.356, -0.671, -3.447], [0.031, 1.373, -3.270], [-1.362, 0.575, -4.031], [-0.072, -0.179, -1.366]], "forces_ev_per_a": [[0.0, 0.2, 0.2], [-0.4, 0.4, -0.1], [0.4, -0.7, -0.4], [0.2, 0.3, 0.7], [0.0, -0.2, 0.1], [0.3, 0.1, -0.1], [0.1, 0.2, -0.5], [-0.4, -0.2, 1.2], [0.1, 0.0, -0.2], [0.1, 0.1, -0.1], [0.1, 0.2, 0.0], [-0.1, -0.1, -0.1], [0.0, -0.1, -0.1], [0.1, 0.0, -0.2], [-0.3, 0.1, -0.4], [-0.6, 0.0, -0.3], [0.5, 0.1, 0.4], [-0.2, 0.0, -0.3], [0.3, 0.0, 0.2], [-0.4, 0.0, 0.0], [0.1, 0.0, 0.1], [-0.1, -0.1, -0.3], [0.2, 0.0, 0.2], [-0.3, 0.0, -0.2], [0.3, -0.2, 0.2], [-0.2, 0.4, -0.3], [0.1, -0.2, 0.2], [0.0, -0.1, 0.0], [-0.1, -0.1, 0.0], [0.0, 0.0, 0.1], [0.1, 0.1, 0.0], [0.1, -0.1, -0.1], [0.0, 0.0, 0.2], [0.0, 0.0, 0.0], [0.0, 0.0, 0.0], [0.0, 0.0, 0.1], [-0.1, 0.0, 0.0], [-0.1, 0.0, 0.0], [0.1, 0.0, 0.0], [0.0, -0.1, 0.0], [0.1, 0.0, 0.1], [0.0, 0.0, 0.0], [0.0, 0.0, -0.1], [0.0, 0.0, 0.0], [0.1, 0.0, 0.0], [0.1, 0.0, 0.0], [0.0, 0.1, 0.0], [-0.1, 0.1, 0.0], [-0.1, -0.1, -0.1]], "nbo_charge": [-0.600, 0.903, -0.894, 2.523, -0.923, -0.877, -0.685, 0.277, -0.257, -0.169, -0.283, 0.418, -0.315, -0.339, -0.528, -0.069, -0.230, -0.409, -0.399, -0.213, -0.453, -0.211, -0.403, -0.395, -0.407, -0.050, 0.438, 0.248, 0.226, 0.237, 0.244, 0.218, 0.195, 0.214, 0.206, 0.214, 0.207, 0.202, 0.198, 0.167, 0.198, 0.160, 0.201, 0.207, 0.206, 0.202, 0.206, 0.200, 0.192]}